1.
Density functional theory data (wB97M-V/def2-TZVPD) for a 7-piece molecular cluster, C39H68BO24 overall.

The HOMO energy comes out at -5.2 eV. The LUMO energy is 2.06 eV. The frontier orbital gap is 7.23 eV. Its total charge is -1.

Geometry (Å):
1 C -1.882 1.497 0.396
2 C -0.987 0.709 0.534
3 C -0.042 -0.398 0.681
4 C 1.420 0.073 1.033
5 C 1.919 -0.904 2.126
6 C 3.177 -0.464 2.826
7 O 3.347 0.583 3.370
8 O 4.147 -1.456 2.865
9 C 5.398 -1.031 3.292
10 C 6.041 0.107 2.554
11 O 5.934 -1.637 4.175
12 O 1.381 1.411 1.380
13 B 2.341 2.120 0.469
14 C 2.060 3.655 0.206
15 C 2.032 4.855 0.062
16 O 2.308 1.252 -0.752
17 C 2.425 -0.002 -0.158
18 C 2.279 -1.149 -1.178
19 C 3.632 -1.735 -1.553
20 O 4.410 -0.766 -2.229
21 C 5.564 -0.303 -1.557
22 C 5.751 1.199 -1.830
23 H -2.602 2.261 0.233
24 H -0.409 -1.063 1.467
25 H -0.082 -0.983 -0.242
26 H 1.191 -1.091 2.919
27 H 2.117 -1.857 1.626
28 H 5.366 0.614 1.868
29 H 6.375 0.822 3.305
30 H 6.923 -0.273 2.039
31 H 3.493 2.003 0.933
32 H 2.013 5.896 -0.151
33 H 3.454 -0.089 0.240
34 H 1.650 -1.947 -0.766
35 H 1.794 -0.727 -2.059
36 H 3.490 -2.603 -2.208
37 H 4.135 -2.097 -0.649
38 H 6.444 -0.856 -1.912
39 H 5.477 -0.451 -0.478
40 H 6.560 1.381 -2.539
41 H 5.974 1.738 -0.910
42 H 4.817 1.573 -2.247
43 C 4.637 -4.334 5.700
44 C 4.406 -3.478 6.922
45 O 2.996 -3.268 7.140
46 C 2.344 -4.283 7.700
47 O 2.823 -5.316 8.091
48 O 1.049 -3.956 7.765
49 C 0.208 -4.990 8.278
50 H 4.136 -3.892 4.840
51 H 5.701 -4.407 5.475
52 H 4.242 -5.340 5.846
53 H 4.823 -2.483 6.775
54 H 4.855 -3.912 7.815
55 H 0.574 -5.350 9.237
56 H 0.151 -5.815 7.568
57 H -0.776 -4.545 8.401
58 C -5.850 -2.111 -3.953
59 C -4.632 -3.010 -3.962
60 O -3.507 -2.374 -4.580
61 C -2.857 -1.499 -3.801
62 O -3.127 -1.242 -2.658
63 O -1.864 -0.975 -4.513
64 C -1.083 0.010 -3.823
65 H -6.076 -1.768 -4.964
66 H -6.714 -2.653 -3.567
67 H -5.682 -1.237 -3.326
68 H -4.816 -3.900 -4.563
69 H -4.366 -3.328 -2.954
70 H -0.719 -0.355 -2.866
71 H -1.668 0.915 -3.668
72 H -0.239 0.238 -4.468
73 C 0.143 8.085 -5.502
74 C -0.593 6.813 -5.867
75 O 0.304 5.722 -6.094
76 C 0.746 5.123 -4.976
77 O 0.413 5.405 -3.857
78 O 1.592 4.164 -5.332
79 C 2.171 3.426 -4.241
80 H 0.889 8.322 -6.263
81 H -0.557 8.917 -5.426
82 H 0.655 7.975 -4.547
83 H -1.131 6.944 -6.806
84 H -1.317 6.541 -5.099
85 H 1.408 3.035 -3.573
86 H 2.854 4.059 -3.679
87 H 2.722 2.604 -4.690
88 C -1.563 -0.051 5.980
89 C -2.741 0.237 6.884
90 O -3.675 1.122 6.241
91 C -4.470 0.556 5.337
92 O -4.540 -0.619 5.082
93 O -5.199 1.519 4.770
94 C -6.042 1.077 3.706
95 H -1.110 0.880 5.639
96 H -0.807 -0.640 6.500
97 H -1.883 -0.603 5.097
98 H -2.424 0.765 7.782
99 H -3.248 -0.677 7.191
100 H -6.674 0.249 4.021
101 H -5.443 0.782 2.846
102 H -6.661 1.929 3.440
103 C -7.274 5.747 -9.061
104 C -6.050 6.628 -8.930
105 O -5.614 6.732 -7.568
106 C -4.907 5.692 -7.118
107 O -4.593 4.722 -7.757
108 O -4.603 5.921 -5.843
109 C -3.858 4.874 -5.210
110 H -8.068 6.098 -8.400
111 H -7.641 5.763 -10.087
112 H -7.041 4.716 -8.794
113 H -6.279 7.650 -9.229
114 H -5.230 6.267 -9.551
115 H -2.968 4.626 -5.784
116 H -4.478 3.988 -5.084
117 H -3.567 5.251 -4.234
118 C 0.623 -8.724 1.609
119 C -0.461 -8.112 2.470
120 O 0.087 -7.271 3.493
121 C 0.450 -6.049 3.087
122 O 0.327 -5.612 1.973
123 O 0.965 -5.404 4.130
124 C 1.422 -4.076 3.841
125 H 1.350 -9.250 2.229
126 H 0.187 -9.432 0.903
127 H 1.150 -7.956 1.044
128 H -1.007 -8.886 3.007
129 H -1.173 -7.545 1.871
130 H 0.638 -3.487 3.370
131 H 2.301 -4.112 3.200
132 H 1.688 -3.626 4.793

***

2.
Density functional theory data (wB97M-V/def2-TZVPD) for a 2-piece molecular cluster, C39H68FN4OP overall at a distorted geometry.

The HOMO energy (spin up / spin down) comes out at -8.7 / -8.7 eV. The LUMO energy (spin up / spin down) is -3.63 / -3.63 eV. As for the spin multiplicity: 2. The frontier orbital gap (spin up / spin down) is 5.12 / 5.12 eV. Its total charge is +1.

Geometry (Å):
1 C 4.279 -1.046 5.424
2 C 3.795 -1.754 4.283
3 C 3.823 -2.489 2.781
4 C 4.550 -3.942 2.382
5 C 5.352 -4.910 3.451
6 C 4.370 -6.031 4.188
7 C 2.780 -5.629 4.082
8 F 2.036 -6.643 4.912
9 N 4.306 -4.149 0.873
10 C 4.801 -5.381 0.113
11 C 3.725 -5.981 -0.969
12 C 3.519 -7.607 -0.917
13 C 3.514 -2.940 0.336
14 C 3.029 -2.643 -1.201
15 C 1.387 -2.540 -1.389
16 C 0.990 -1.031 -1.948
17 C 0.600 -1.037 -3.559
18 C -1.006 -0.861 -3.835
19 C -1.971 -1.783 -2.883
20 C -2.849 -0.746 -1.908
21 C -3.871 -1.739 -1.048
22 C -5.192 -1.964 -1.993
23 C -6.512 -1.589 -1.096
24 C -7.280 -2.948 -0.571
25 C -8.782 -2.448 -0.045
26 N -9.472 -3.540 0.742
27 C -10.429 -2.998 1.784
28 C -11.132 -4.258 2.568
29 C -10.408 -5.546 1.851
30 C -9.362 -5.047 0.689
31 N 3.193 -1.953 1.478
32 P 2.249 -0.449 1.295
33 C 0.989 -0.371 2.776
34 C 3.317 1.124 1.473
35 C 2.301 2.435 1.256
36 H 4.539 -0.513 6.459
37 H 6.213 -5.555 2.934
38 H 5.909 -4.296 4.306
39 H 4.538 -7.063 3.614
40 H 4.646 -6.189 5.334
41 H 2.434 -5.673 2.941
42 H 2.570 -4.530 4.478
43 H 5.110 -6.233 0.888
44 H 5.834 -5.044 -0.383
45 H 2.683 -5.465 -0.771
46 H 4.072 -5.685 -2.067
47 H 2.342 -7.789 -0.836
48 H 4.074 -8.154 -0.044
49 H 3.835 -8.165 -1.924
50 H 3.512 -1.595 -1.505
51 H 3.404 -3.410 -2.002
52 H 1.069 -3.329 -2.205
53 H 0.793 -2.663 -0.367
54 H 0.050 -0.648 -1.320
55 H 1.834 -0.227 -1.767
56 H 1.155 -0.130 -4.083
57 H 1.045 -2.023 -4.063
58 H -1.319 0.270 -3.644
59 H -1.262 -1.165 -4.960
60 H -1.369 -2.522 -2.167
61 H -2.707 -2.458 -3.511
62 H -3.455 0.053 -2.540
63 H -2.181 -0.164 -1.143
64 H -3.295 -2.766 -0.945
65 H -4.094 -1.355 0.035
66 H -5.202 -3.057 -2.445
67 H -5.167 -1.239 -2.939
68 H -6.241 -0.887 -0.195
69 H -7.236 -0.964 -1.800
70 H -6.747 -3.484 0.323
71 H -7.357 -3.722 -1.471
72 H -9.362 -2.078 -0.993
73 H -8.579 -1.508 0.629
74 H -10.656 -1.864 2.033
75 H -11.913 -4.222 3.440
76 H -10.658 -6.658 2.172
77 H -8.673 -5.679 -0.016
78 H 0.695 -1.454 3.169
79 H 0.066 0.235 2.390
80 H 1.527 0.211 3.639
81 H 3.705 1.206 2.589
82 H 4.197 1.220 0.707
83 H 1.260 2.122 0.790
84 H 2.759 3.227 0.490
85 H 2.036 2.955 2.293
86 C 0.999 9.060 -2.699
87 C 0.896 7.667 -2.015
88 C -0.102 7.736 -0.827
89 C 0.453 8.464 0.395
90 C 1.804 7.891 0.809
91 C 2.829 7.834 -0.353
92 N 2.265 7.208 -1.598
93 O 2.203 5.820 -1.384
94 C 3.341 9.264 -0.669
95 C 4.113 7.097 0.158
96 C 0.267 6.756 -3.121
97 H 0.231 9.195 -3.471
98 H 0.856 9.889 -2.002
99 H 1.963 9.190 -3.203
100 H -0.386 6.719 -0.520
101 H -1.031 8.228 -1.142
102 H 0.542 9.540 0.193
103 H -0.253 8.367 1.227
104 H 2.206 8.489 1.637
105 H 1.643 6.883 1.214
106 H 3.994 9.266 -1.550
107 H 3.927 9.666 0.167
108 H 2.545 9.989 -0.834
109 H 3.897 6.094 0.544
110 H 4.576 7.648 0.985
111 H 4.861 7.007 -0.637
112 H 0.929 6.676 -3.991
113 H -0.689 7.167 -3.469
114 H 0.044 5.745 -2.762

***

3.
Density functional theory data (wB97M-V/def2-TZVPD) for C39H70BaN9O as an isolated structure at a distorted geometry.

The HOMO energy comes out at -10.3 eV. The LUMO energy is -2.66 eV. The frontier orbital gap is 7.64 eV. Its total charge is +1. The value obtained for the relative energy (zero: lowest compared OMol25 entry of this formula, charge and spin) is 0.0 kJ/mol.

Geometry (Å):
1 Ba 0.528 4.814 -1.942
2 C -0.940 0.194 -1.215
3 C -0.038 1.306 -0.647
4 C 1.002 0.699 0.293
5 O 0.486 2.113 -1.628
6 H -0.315 -0.634 -1.569
7 H -1.458 0.579 -2.092
8 H -1.621 -0.190 -0.454
9 H -0.661 1.917 0.037
10 H 1.698 1.474 0.639
11 H 1.634 -0.091 -0.136
12 H 0.548 0.273 1.196
13 C 1.451 1.422 -6.402
14 C 0.046 0.863 -6.250
15 C -0.500 0.976 -4.825
16 C -0.723 2.355 -4.418
17 N -0.910 3.441 -4.095
18 H 2.122 0.898 -5.714
19 H 1.557 2.472 -6.102
20 H 1.783 1.386 -7.436
21 H 0.011 -0.191 -6.528
22 H -0.632 1.361 -6.948
23 H 0.218 0.578 -4.100
24 H -1.439 0.433 -4.715
25 C -4.237 2.126 -2.830
26 C -5.134 2.843 -1.851
27 C -4.432 3.456 -0.628
28 C -3.237 4.230 -0.993
29 N -2.323 4.872 -1.234
30 H -4.753 1.421 -3.482
31 H -3.396 1.569 -2.411
32 H -3.770 2.867 -3.489
33 H -5.919 2.200 -1.445
34 H -5.692 3.642 -2.342
35 H -4.157 2.698 0.103
36 H -5.082 4.190 -0.148
37 C 2.634 -0.966 7.043
38 C 1.496 -1.924 6.690
39 C 0.206 -1.230 6.223
40 C 0.439 -0.316 5.102
41 N 0.643 0.414 4.237
42 H 3.570 -1.523 7.011
43 H 2.510 -0.492 8.015
44 H 2.709 -0.158 6.312
45 H 1.213 -2.544 7.542
46 H 1.844 -2.625 5.929
47 H -0.232 -0.626 7.020
48 H -0.515 -1.983 5.905
49 C 3.875 -3.214 -3.857
50 C 3.679 -1.841 -3.199
51 C 2.335 -1.707 -2.487
52 C 1.207 -2.250 -3.250
53 N 0.310 -2.673 -3.835
54 H 4.926 -3.427 -4.052
55 H 3.412 -3.240 -4.848
56 H 3.432 -4.016 -3.267
57 H 3.815 -1.079 -3.967
58 H 4.478 -1.707 -2.468
59 H 2.097 -0.658 -2.291
60 H 2.367 -2.216 -1.523
61 C 4.007 1.928 -3.427
62 C 4.930 1.704 -2.230
63 C 4.247 1.769 -0.871
64 C 3.605 3.071 -0.658
65 N 3.033 4.062 -0.517
66 H 3.533 2.910 -3.367
67 H 3.196 1.197 -3.425
68 H 4.588 1.823 -4.339
69 H 5.720 2.461 -2.233
70 H 5.451 0.755 -2.356
71 H 4.928 1.684 -0.022
72 H 3.438 1.041 -0.789
73 C 1.272 -3.097 1.189
74 C 2.169 -2.884 2.399
75 C 3.011 -1.626 2.420
76 C 3.790 -1.476 1.174
77 N 4.402 -1.362 0.211
78 H 0.588 -2.247 1.137
79 H 0.716 -4.032 1.211
80 H 1.840 -3.186 0.258
81 H 2.840 -3.747 2.483
82 H 1.563 -2.939 3.308
83 H 3.735 -1.622 3.234
84 H 2.421 -0.706 2.486
85 C -2.151 -1.550 2.769
86 C -2.784 -1.124 4.078
87 C -4.276 -0.819 4.002
88 C -4.863 -0.509 5.299
89 N -5.325 -0.266 6.320
90 H -2.486 -2.542 2.460
91 H -1.064 -1.548 2.814
92 H -2.463 -0.875 1.966
93 H -2.226 -0.266 4.473
94 H -2.626 -1.854 4.880
95 H -4.811 -1.652 3.539
96 H -4.444 0.011 3.310
97 C -1.573 -3.830 -1.055
98 C -2.346 -3.048 -2.108
99 C -3.616 -3.691 -2.646
100 C -4.401 -4.312 -1.564
101 N -4.993 -4.806 -0.713
102 H -1.410 -4.879 -1.318
103 H -2.182 -3.928 -0.145
104 H -0.645 -3.338 -0.781
105 H -1.618 -2.817 -2.894
106 H -2.551 -2.058 -1.687
107 H -3.394 -4.473 -3.369
108 H -4.240 -2.904 -3.067
109 C -1.954 2.309 2.718
110 C -1.223 3.206 3.712
111 C 0.133 3.713 3.223
112 C 0.106 4.531 2.028
113 N 0.091 5.150 1.064
114 H -1.386 1.383 2.572
115 H -2.056 2.810 1.756
116 H -2.888 1.936 3.143
117 H -1.155 2.687 4.666
118 H -1.807 4.103 3.945
119 H 0.875 2.917 3.095
120 H 0.565 4.287 4.052

***

4.
Density functional theory data (wB97M-V/def2-TZVPD) for a 5-piece molecular cluster, C39H73N3O16P overall at a distorted geometry.

The HOMO energy comes out at -10.5 eV. The LUMO energy is -3.97 eV. The frontier orbital gap is 6.48 eV. Its total charge is +1. The value obtained for the relative energy (zero: lowest compared OMol25 entry of this formula, charge and spin) is 0.0 kJ/mol.

Geometry (Å):
1 C -3.187 -4.113 7.336
2 C -1.919 -3.419 6.896
3 O -1.698 -2.243 7.085
4 O -1.013 -4.234 6.268
5 C -0.701 -3.813 4.930
6 C -1.930 -3.462 4.063
7 C -2.185 -1.927 3.939
8 C -3.596 -1.539 4.462
9 C -4.217 -0.324 3.707
10 C -4.442 0.935 4.593
11 C -3.837 2.227 4.033
12 C -2.310 2.262 4.153
13 O -1.673 1.298 3.285
14 C -1.413 1.736 2.059
15 O -1.610 2.843 1.609
16 C -0.857 0.659 1.146
17 C -1.781 0.035 0.340
18 O -3.074 0.365 0.314
19 C -1.334 -0.973 -0.490
20 C -2.293 -1.720 -1.375
21 C -3.466 -2.372 -0.589
22 C -3.047 -2.855 0.812
23 N -3.863 -4.050 1.173
24 N -0.054 -1.281 -0.481
25 C 0.864 -0.681 0.301
26 P 2.563 -1.359 0.163
27 O 3.413 -0.698 -0.803
28 O 2.313 -2.888 -0.343
29 O 3.235 -1.508 1.603
30 C 0.498 0.327 1.147
31 C 1.421 1.065 2.086
32 C 2.705 1.676 1.454
33 C 2.526 2.219 0.029
34 C 3.776 2.941 -0.475
35 N 4.993 2.105 -0.499
36 H -2.941 -5.071 7.795
37 H -3.750 -4.308 6.418
38 H -3.767 -3.486 8.006
39 H -0.189 -4.653 4.462
40 H -0.007 -2.966 4.978
41 H -1.722 -3.871 3.070
42 H -2.816 -3.983 4.426
43 H -1.440 -1.439 4.574
44 H -2.033 -1.597 2.910
45 H -3.564 -1.382 5.540
46 H -4.235 -2.403 4.250
47 H -5.191 -0.661 3.339
48 H -3.594 -0.142 2.828
49 H -5.522 1.096 4.659
50 H -4.111 0.703 5.607
51 H -4.197 3.046 4.664
52 H -4.146 2.438 3.004
53 H -1.901 3.268 4.073
54 H -2.085 1.932 5.170
55 H -3.400 0.616 1.191
56 H -2.721 -1.022 -2.099
57 H -1.762 -2.532 -1.880
58 H -3.837 -3.239 -1.132
59 H -4.302 -1.679 -0.493
60 H -1.998 -3.181 0.819
61 H -3.209 -2.097 1.581
62 H -3.237 -4.721 1.600
63 H -4.475 -3.771 1.931
64 H 0.255 -2.036 -1.092
65 H 1.493 -3.159 0.103
66 H 2.557 -1.730 2.260
67 H 0.872 1.899 2.526
68 H 1.708 0.429 2.931
69 H 3.553 1.001 1.559
70 H 2.962 2.541 2.073
71 H 2.149 1.498 -0.696
72 H 1.761 3.007 0.099
73 H 3.622 3.338 -1.481
74 H 3.996 3.809 0.157
75 H 5.747 2.549 0.009
76 H 4.864 1.210 -0.048
77 O 2.008 6.804 -0.976
78 C 2.034 6.829 -2.177
79 O 1.919 5.667 -2.854
80 C 1.707 5.589 -4.267
81 C 3.016 5.599 -5.029
82 C 2.287 8.096 -2.951
83 H 1.029 6.374 -4.605
84 H 1.195 4.642 -4.434
85 H 3.555 6.535 -4.885
86 H 2.837 5.466 -6.097
87 H 3.663 4.794 -4.678
88 H 3.352 8.196 -3.145
89 H 1.961 8.938 -2.346
90 H 1.735 8.151 -3.885
91 O -3.827 -5.709 3.414
92 C -4.440 -6.747 3.360
93 O -3.767 -7.900 3.388
94 C -4.393 -9.181 3.553
95 C -4.816 -9.770 2.224
96 C -5.935 -6.771 3.164
97 H -5.218 -9.124 4.263
98 H -3.636 -9.818 4.009
99 H -5.575 -9.156 1.737
100 H -5.222 -10.772 2.363
101 H -3.964 -9.826 1.547
102 H -6.156 -6.831 2.099
103 H -6.346 -5.843 3.556
104 H -6.429 -7.582 3.694
105 O 2.201 -5.020 -3.177
106 C 3.250 -4.502 -3.466
107 O 4.134 -5.178 -4.213
108 C 5.298 -4.579 -4.793
109 C 6.476 -4.614 -3.842
110 C 3.626 -3.146 -2.924
111 H 5.083 -3.571 -5.149
112 H 5.525 -5.177 -5.675
113 H 6.284 -4.025 -2.945
114 H 7.370 -4.221 -4.327
115 H 6.671 -5.637 -3.521
116 H 4.183 -3.271 -1.999
117 H 2.711 -2.607 -2.713
118 H 4.192 -2.534 -3.623
119 O 3.157 9.960 -5.198
120 C 3.176 9.951 -6.398
121 O 3.054 8.776 -7.047
122 C 2.841 8.674 -8.459
123 C 4.150 8.654 -9.221
124 C 3.429 11.206 -7.197
125 H 2.169 9.457 -8.811
126 H 2.320 7.729 -8.608
127 H 4.701 9.586 -9.094
128 H 3.970 8.502 -10.285
129 H 4.789 7.850 -8.854
130 H 4.497 11.298 -7.394
131 H 3.108 12.058 -6.602
132 H 2.873 11.247 -8.131

***

Number 1: E_tot -91363.389 eV, M 931.761 Da. Number 2: E_tot -61527.920 eV, M 658.972 Da. Number 3: E_tot -57726.378 eV, M 818.379 Da. Number 4: E_tot -88142.358 eV, M 870.992 Da.